1.
# C41H55N8SSi4TeTi

C41H55N8SSi4TeTi as an isolated structure (ωB97M-V/def2-TZVPD, OMol25).

Structure (ORCA input):
```
! RIJCOSX wB97M-V def2-TZVPD def2/J DEFGRID3
* xyz -1 3
Ti -0.8402 -1.2139 1.0539
C -6.3007 -1.1929 0.8414
C -5.5443 -0.2174 0.2126
C -4.2592 0.0702 0.6543
C -3.7011 -0.6248 1.7231
C -4.4693 -1.6100 2.3525
C -5.7529 -1.8856 1.9157
N -2.3582 -0.3719 2.1210
C -2.1319 -0.3712 3.5100
C -2.9908 0.1859 4.4551
C -2.6574 0.1718 5.8012
C -1.4719 -0.4112 6.2365
C -0.6128 -0.9930 5.3184
C -0.9452 -0.9631 3.9695
N -0.2061 -1.5696 2.9547
N 0.8115 -2.3309 3.2823
C 1.3080 -2.9650 2.1853
C 2.3881 -3.8528 2.3380
C 2.8043 -4.5758 1.2509
C 2.1538 -4.4115 0.0228
C 1.1433 -3.4827 -0.0659
N 0.7477 -2.7477 0.9781
H -7.3003 -1.4224 0.4938
H -5.9460 0.3258 -0.6346
H -3.6657 0.8208 0.1513
H -4.0389 -2.1725 3.1708
H -6.3254 -2.6635 2.4071
H -3.9251 0.6305 4.1343
H -3.3291 0.6286 6.5178
H -1.2200 -0.4109 7.2895
H 0.3116 -1.4672 5.6172
H 2.8404 -3.9568 3.3134
H 3.6243 -5.2770 1.3441
H 2.4372 -4.9825 -0.8496
H 0.6183 -3.2999 -0.9963
C -2.1894 2.8997 -2.8199
C -2.4862 1.7096 -3.4714
C -2.2710 0.4865 -2.8549
C -1.7519 0.4299 -1.5564
C -1.4413 1.6285 -0.9105
C -1.6549 2.8464 -1.5418
N -1.6227 -0.7959 -0.8495
N -2.2285 -1.7941 -1.4813
C -2.3605 -2.9217 -0.7053
C -3.0244 -4.0234 -1.2775
C -3.2414 -5.1527 -0.5195
C -2.7956 -5.2022 0.8073
C -2.1229 -4.1228 1.3563
C -1.8953 -2.9585 0.6206
H -2.3512 3.8512 -3.3115
H -2.8923 1.7296 -4.4761
H -2.5172 -0.4352 -3.3584
H -1.0400 1.6128 0.0942
H -1.3867 3.7589 -1.0196
H -3.3664 -3.9550 -2.3034
H -3.7600 -6.0023 -0.9479
H -2.9734 -6.0912 1.4018
H -1.7633 -4.1854 2.3798
S -0.3364 2.8743 3.4978
C -1.5893 3.4490 2.5843
N -1.6763 4.6867 2.0129
C -3.0240 4.9610 1.5412
C -3.5876 3.5406 1.3796
N -2.7300 2.7802 2.2753
H -1.0585 5.4030 2.3524
H -3.0159 5.5067 0.5979
H -3.6001 5.5362 2.2732
H -3.5037 3.1982 0.3475
H -4.6315 3.4795 1.6851
H -2.6788 1.7683 2.2528
C 6.3261 0.6281 -1.7886
Si 5.0040 0.5423 -0.4390
C 5.3285 1.9380 0.7811
C 5.2119 -1.1028 0.4544
Si 2.8099 0.7031 -1.2453
Te 1.5438 0.4764 0.8853
Si 2.6480 -0.7531 -3.0735
C 3.5398 -2.3895 -2.8080
C 0.8689 -1.1031 -3.5625
C 3.5561 0.0440 -4.5295
Si 2.4650 2.8652 -2.1114
C 1.9128 4.0142 -0.7293
C 4.0491 3.5815 -2.8558
C 1.1735 2.8807 -3.4832
H 7.3185 0.6129 -1.3259
H 6.2472 1.5371 -2.3882
H 6.2623 -0.2299 -2.4631
H 6.2896 1.7918 1.2838
H 4.5427 1.9745 1.5386
H 5.3548 2.9072 0.2750
H 6.1633 -1.1247 0.9955
H 5.1958 -1.9433 -0.2440
H 4.4011 -1.2448 1.1728
H 3.1767 -2.9156 -1.9278
H 4.6144 -2.2341 -2.6812
H 3.3917 -3.0286 -3.6849
H 0.3089 -1.5404 -2.7316
H 0.8383 -1.8070 -4.4008
H 0.3420 -0.1932 -3.8586
H 4.5897 0.2830 -4.2659
H 3.0789 0.9618 -4.8727
H 3.5777 -0.6575 -5.3701
H 2.7119 4.1522 0.0037
H 1.0583 3.5969 -0.1921
H 1.6398 4.9934 -1.1371
H 4.8196 3.7256 -2.0938
H 3.8361 4.5560 -3.3075
H 4.4607 2.9332 -3.6335
H 0.2525 2.3817 -3.1777
H 1.5394 2.3865 -4.3845
H 0.9236 3.9136 -3.7482
*
```

Lowest unoccupied orbital energy (spin up / spin down) ... 2.331 / 1.424 eV
Kohn-Sham gap (spin up / spin down) ... 6.4 / 5.7 eV
E_HOMO (spin up / spin down) ... -4.039 / -4.237 eV

=====

2.
# C41H56BCaN12O2S2Si

C41H56BCaN12O2S2Si as an isolated structure (ωB97M-V/def2-TZVPD, OMol25).

Structure (ORCA input):
```
! RIJCOSX wB97M-V def2-TZVPD def2/J DEFGRID3
* xyz -1 1
Ca -0.5686 -0.1754 1.3365
C -1.4836 4.5046 -2.0989
C -1.6886 4.7950 -0.5743
C -0.3173 5.1853 0.0192
C -2.3058 3.6961 0.2529
C -2.6791 3.7253 1.6825
C -3.2014 2.4869 1.8930
N -3.1516 1.7617 0.7357
N -2.7034 2.5527 -0.2825
B -3.7622 0.3850 0.5869
N -3.6930 -0.4864 1.8654
C -4.7406 -1.1978 2.3995
C -4.3820 -1.8143 3.5726
C -2.9923 -1.4240 3.7666
N -2.5727 -0.6243 2.7540
C -2.1308 -1.9225 4.9388
C -2.9506 -2.0725 6.2168
C -0.8694 -1.1213 5.0846
N -3.0580 -0.3506 -0.6061
C -3.5954 -0.6478 -1.8207
C -2.7458 -1.5068 -2.4882
C -1.6851 -1.6992 -1.6330
N -1.9057 -1.0203 -0.4386
C -0.6273 -2.6620 -1.8705
C -0.9218 -4.0644 -1.3858
C -0.1658 -2.8841 -3.2854
H -0.8902 5.1887 -2.6531
H -1.0674 3.4807 -2.2588
H -2.5229 4.4414 -2.5151
H -2.4041 5.5931 -0.3737
H 0.5152 4.4168 -0.0654
H 0.1698 5.9896 -0.5659
H -0.3587 5.5472 1.0750
H -2.3261 4.5156 2.3700
H -3.5169 1.9292 2.7719
H -4.9178 0.4573 0.2547
H -5.6812 -1.1144 1.8829
H -4.9970 -2.3604 4.2894
H -1.7978 -2.9424 4.5836
H -3.5549 -1.1777 6.3463
H -3.5508 -3.0072 6.2712
H -2.2407 -2.1347 7.0197
H -0.8537 -0.0255 5.0987
H -0.3415 -1.4139 6.0295
H -0.0743 -1.3850 4.2538
H -4.4949 -0.2400 -2.2687
H -2.8991 -2.0268 -3.4099
H 0.2376 -2.2439 -1.2769
H -1.8279 -4.4671 -1.8321
H -0.1008 -4.7041 -1.5500
H -1.0403 -4.0155 -0.2644
H -0.8250 -3.6138 -3.8431
H -0.0856 -1.9949 -3.8944
H 0.8050 -3.3522 -3.2449
N 4.2634 -2.2143 -4.2466
C 3.6339 -1.7814 -5.3410
N 2.3687 -1.3236 -5.3141
C 2.0730 -0.7753 -6.5291
C 3.0280 -0.8498 -7.4801
S 4.3462 -1.7563 -6.9951
C 0.7449 -0.2015 -6.7045
C 0.1127 0.0799 -7.8913
S -1.4783 0.5933 -7.6831
C -1.2735 0.4021 -6.0018
N -0.0984 -0.0564 -5.5561
N -2.2432 0.6893 -5.1259
H 3.5451 -2.3394 -3.4879
H 5.0902 -2.8069 -4.3848
H 2.9556 -0.5934 -8.5219
H 0.6713 0.3641 -8.7922
H -3.1361 1.1224 -5.3835
H -2.0901 0.4908 -4.1234
C 4.6292 -2.9115 -0.7582
C 3.1542 -2.7756 -0.6797
O 2.4816 -2.2216 -1.5701
C 2.6026 -3.4930 0.5531
C 3.3015 -4.6623 1.0101
C 2.7746 -5.4557 2.0350
C 1.5325 -5.1048 2.5944
C 0.8383 -3.9768 2.2203
C 1.4123 -3.0590 1.2462
O 0.9357 -1.8664 1.0014
H 5.0654 -2.5593 -1.6898
H 4.8789 -3.9276 -0.5576
H 5.2314 -2.3278 0.0356
H 4.2044 -4.9704 0.4923
H 3.2781 -6.3803 2.3864
H 1.1990 -5.6879 3.5001
H -0.0023 -3.6258 2.8484
C 1.3618 0.6831 -2.1599
C 1.8943 1.4452 -0.9081
C 2.9078 2.3962 -1.0156
C 3.3789 3.0142 0.1482
C 2.6194 2.8483 1.2659
C 1.3602 2.0245 1.2859
N 1.1090 1.3170 0.1831
N 0.5998 2.0004 2.3903
Si 0.8482 3.1551 3.7976
C 2.2649 2.6258 5.0124
C -0.7561 3.0511 4.8609
C 1.2697 4.9688 3.3971
H 1.9753 1.1526 -2.9663
H 0.2838 0.7264 -2.2657
H 1.5911 -0.3817 -2.0868
H 3.3205 2.6017 -2.0476
H 4.2716 3.5923 0.1295
H 2.9450 3.2766 2.2304
H 1.6276 2.4788 5.8962
H 3.1106 3.3411 5.0728
H 2.6725 1.7259 4.5743
H -1.4156 3.9149 4.6985
H -0.5538 3.0754 5.9605
H -1.3402 2.1373 4.7069
H 2.1845 5.2393 3.8802
H 0.5111 5.6465 3.7169
H 1.4671 5.1470 2.2858
*
```

Lowest unoccupied orbital energy ... 2.116 eV
Kohn-Sham gap ... 6.4 eV
E_HOMO ... -4.333 eV

=====

3.
# C41H57HfN2O8P3SSi

C41H57HfN2O8P3SSi as an isolated structure (ωB97M-V/def2-TZVPD, OMol25).

Structure (ORCA input):
```
! RIJCOSX wB97M-V def2-TZVPD def2/J DEFGRID3
* xyz 0 1
Hf 1.3949 -0.6012 0.2764
C 0.2259 4.2581 1.8428
C 1.0608 3.1282 1.2431
C 2.5401 3.4937 1.1075
P 0.8479 1.4772 2.0512
C 1.7444 1.4127 3.6796
C 3.1547 0.8521 3.4670
C 1.8199 2.6934 4.5173
C -0.9382 1.3045 2.4808
C -1.4206 1.5973 3.7582
C -2.7315 1.3046 4.1086
C -3.5804 0.7135 3.1816
C -3.1189 0.4483 1.8993
C -1.8050 0.7375 1.5199
Si -1.0999 0.5262 -0.2379
C -2.1544 -0.6768 -1.2836
C -3.2816 -0.2026 -1.9636
C -4.0196 -1.0119 -2.8122
C -3.6417 -2.3307 -3.0061
C -2.5287 -2.8287 -2.3492
C -1.7711 -2.0169 -1.5022
P -0.3751 -2.7037 -0.5349
C -1.2617 -3.7958 0.6814
C -2.4300 -3.0261 1.2972
C -1.7855 -5.1227 0.1289
C 0.7252 -3.7733 -1.5860
C 1.5080 -4.7400 -0.6884
C 0.1699 -4.4772 -2.8229
C -1.5327 2.2431 -0.9491
C -2.6473 2.9193 -0.4445
C -3.0703 4.1289 -0.9726
C -2.3836 4.6819 -2.0402
C -1.2713 4.0318 -2.5524
C -0.8194 2.8244 -2.0163
P 0.6932 1.9183 -2.5625
C 1.7018 3.2271 -3.4416
C 2.8072 3.6966 -2.4895
C 2.2973 2.8174 -4.7846
C -0.0576 0.7650 -3.8340
C 0.9713 -0.1457 -4.5078
C -1.0240 1.3750 -4.8440
H 0.2688 5.1261 1.1817
H 0.5980 4.5678 2.8201
H -0.8217 3.9745 1.9432
H 0.6805 2.9355 0.2333
H 2.9864 3.7497 2.0663
H 2.6265 4.3771 0.4701
H 3.1182 2.6908 0.6502
H 1.1668 0.6652 4.2360
H 3.7970 1.5741 2.9623
H 3.1590 -0.0591 2.8670
H 3.6073 0.6184 4.4324
H 2.4372 3.4465 4.0334
H 2.2890 2.4624 5.4761
H 0.8531 3.1468 4.7202
H -0.7717 2.0239 4.5068
H -3.0835 1.5274 5.1075
H -4.5995 0.4705 3.4552
H -3.7901 0.0002 1.1742
H -3.5797 0.8321 -1.8396
H -4.8842 -0.6109 -3.3259
H -4.2075 -2.9718 -3.6698
H -2.2491 -3.8591 -2.5073
H -0.5153 -4.0042 1.4548
H -3.2297 -2.9119 0.5639
H -2.1484 -2.0293 1.6234
H -2.8315 -3.5753 2.1518
H -2.6679 -4.9567 -0.4901
H -2.0887 -5.7613 0.9615
H -1.0527 -5.6702 -0.4562
H 1.4450 -3.0404 -1.9507
H 0.9249 -5.6197 -0.4156
H 1.8646 -4.2641 0.2239
H 2.3925 -5.0821 -1.2270
H -0.5463 -5.2648 -2.5850
H 1.0039 -4.9468 -3.3486
H -0.2966 -3.7765 -3.5132
H -3.2051 2.5005 0.3864
H -3.9331 4.6309 -0.5533
H -2.7083 5.6185 -2.4752
H -0.7625 4.4801 -3.3924
H 1.0526 4.0832 -3.6067
H 3.5532 2.9183 -2.3466
H 2.4019 3.9533 -1.5053
H 3.2950 4.5868 -2.8939
H 3.0071 1.9961 -4.6612
H 2.8488 3.6638 -5.2019
H 1.5413 2.5195 -5.5103
H -0.6462 0.1168 -3.1755
H 1.5662 0.3846 -5.2503
H 0.4488 -0.9535 -5.0289
H 1.6506 -0.5870 -3.7806
H -0.5165 2.0481 -5.5397
H -1.8181 1.9354 -4.3535
H -1.4893 0.5828 -5.4369
O 4.5302 -1.2608 -1.2017
S 3.4983 -0.3155 -1.4819
O 3.6777 0.5639 -2.5944
O 3.1112 0.4751 -0.1897
O 2.1192 -1.0525 -1.5887
O 2.2285 -4.6128 5.1218
C 1.0294 -4.0877 5.3019
O 0.3100 -4.4208 6.2093
C 0.5699 -3.0292 4.3496
C -0.6391 -2.3830 4.5035
N -0.7496 -1.5030 3.5039
N 0.3090 -1.5121 2.6904
C 1.1191 -2.4422 3.1886
C 2.3704 -2.7067 2.4254
O 3.2262 -3.4666 2.8393
O 2.4254 -2.0683 1.3051
H 2.6983 -4.2248 4.3348
H -1.3974 -2.5082 5.2569
H -1.4897 -0.8306 3.3506
*
```

Lowest unoccupied orbital energy ... -0.342 eV
Kohn-Sham gap ... 7.3 eV
E_HOMO ... -7.596 eV

=====

4.
# C41H57N3O4PRuSTe

C41H57N3O4PRuSTe as an isolated structure (ωB97M-V/def2-TZVPD, OMol25).

Structure (ORCA input):
```
! RIJCOSX wB97M-V def2-TZVPD def2/J DEFGRID3
* xyz 1 5
Ru -0.2280 -1.0429 0.9124
C 3.3754 1.0860 -0.7700
C 3.3969 -0.3760 -1.1293
C 4.4474 -0.8861 -1.8784
C 4.5067 -2.2303 -2.2149
C 3.4872 -3.0849 -1.8138
C 2.4062 -2.6231 -1.0806
C 1.2930 -3.5599 -0.7131
C 2.3625 -1.2505 -0.7095
N 1.3119 -0.7385 -0.0099
H 3.4704 1.7059 -1.6637
H 4.2118 1.3387 -0.1146
H 2.4552 1.3552 -0.2528
H 5.2392 -0.2171 -2.1955
H 5.3415 -2.6115 -2.7876
H 3.5226 -4.1323 -2.0903
H 1.3359 -4.4627 -1.3228
H 0.3068 -3.1108 -0.8514
H 1.3432 -3.8749 0.3332
C -4.2917 -2.1792 0.0113
S -2.5520 -2.2209 0.2513
O -1.9237 -1.3231 -0.7579
O -2.1184 -3.5882 0.1643
O -2.2744 -1.5945 1.5806
H -4.6261 -1.1447 -0.0110
H -4.7504 -2.7179 0.8372
H -4.5070 -2.6791 -0.9300
C 2.9815 -2.0506 4.6186
C 2.6013 -1.6661 3.1838
C 3.5476 -0.5799 2.6658
C 2.7603 -2.9155 2.3126
P 0.8195 -1.1103 3.0317
C -0.0897 -2.4005 3.9494
C -0.5115 -3.5128 3.2217
C -1.1527 -4.5732 3.8431
C -1.3936 -4.5331 5.2073
C -0.9849 -3.4309 5.9450
C -0.3342 -2.3774 5.3227
C 0.5588 0.5523 3.8597
C 1.3116 0.8362 5.1658
C 0.9906 1.6416 2.8594
C -0.9532 0.6504 4.1365
H 4.0011 -2.4433 4.5980
H 2.3382 -2.8349 5.0165
H 2.9716 -1.2088 5.3055
H 4.5491 -1.0059 2.5687
H 3.6173 0.2615 3.3534
H 3.2443 -0.2089 1.6854
H 3.7921 -3.2652 2.3949
H 2.5668 -2.7004 1.2638
H 2.1086 -3.7264 2.6415
H -0.3593 -3.5575 2.1490
H -1.4728 -5.4216 3.2529
H -1.9004 -5.3551 5.6954
H -1.1683 -3.3910 7.0106
H -0.0158 -1.5425 5.9270
H 2.3858 0.9176 5.0112
H 1.1344 0.1050 5.9497
H 0.9670 1.8035 5.5420
H 2.0721 1.7645 2.8475
H 0.5508 2.5939 3.1653
H 0.6668 1.4271 1.8438
H -1.2103 0.1745 5.0817
H -1.5567 0.1829 3.3592
H -1.2401 1.7024 4.1973
C -1.2818 5.7190 -4.3977
C -0.4250 5.7228 -3.1414
N -1.0683 5.0477 -2.0077
C -1.5932 5.8753 -0.9223
C -2.8418 6.6529 -1.3052
C -1.0693 3.7092 -2.0039
O -0.5278 3.0391 -2.8896
C -1.7456 2.9700 -0.8867
C -3.1239 2.9551 -0.7263
C -3.6706 2.1263 0.2393
C -2.8242 1.3243 0.9888
N -1.4998 1.3294 0.8373
C -0.9806 2.1460 -0.0728
H -0.7597 6.2318 -5.2053
H -2.2342 6.2232 -4.2355
H -1.4777 4.6967 -4.7184
H -0.2037 6.7405 -2.8197
H 0.5207 5.2184 -3.3375
H -0.8000 6.5675 -0.6305
H -1.7832 5.2384 -0.0609
H -2.6474 7.3330 -2.1343
H -3.1825 7.2497 -0.4592
H -3.6515 5.9841 -1.5992
H -3.7574 3.5746 -1.3490
H -4.7386 2.0888 0.4045
H -3.2158 0.6390 1.7293
H 0.1007 2.1329 -0.1756
C -1.6160 0.1966 -3.8467
Te 0.1069 0.1489 -2.6227
C 0.5137 -1.6738 -3.6284
C -0.2603 -1.6038 -4.9203
C 0.0477 -2.4341 -5.9918
C -0.6936 -2.3631 -7.1601
C -1.7435 -1.4601 -7.2628
C -2.0526 -0.6296 -6.1981
C -1.3134 -0.6980 -5.0231
H -1.8026 1.2338 -4.1155
H -2.4371 -0.1744 -3.2280
H 0.1636 -2.4819 -2.9795
H 1.5910 -1.7799 -3.7521
H 0.8710 -3.1332 -5.9111
H -0.4474 -3.0060 -7.9942
H -2.3154 -1.3966 -8.1787
H -2.8654 0.0811 -6.2837
*
```

Lowest unoccupied orbital energy (spin up / spin down) ... -2.062 / -4.743 eV
Kohn-Sham gap (spin up / spin down) ... 7.3 / 5.7 eV
E_HOMO (spin up / spin down) ... -9.324 / -10.470 eV

=====

Number 1: E -4707.2880 Ha. Number 2: E -4192.0856 Ha. Number 3: E -4067.9902 Ha. Number 4: E -3163.9721 Ha.